Below is a molecular structure, C35H38N5PPtS at a distorted geometry, with properties calculated with the ωB97M-V functional and the def2-TZVPD basis.

Geometry (Å):
Pt  -0.32  -0.33  0.87
S  -4.28  2.44  1.06
P  -0.01  -0.76  -1.53
N  -3.59  -0.05  1.86
N  -2.00  1.24  0.76
N  -0.39  -0.05  3.38
N  0.79  3.71  1.94
N  2.06  -0.36  1.61
C  -2.46  -4.07  1.93
C  -1.35  -2.92  -0.37
C  2.48  1.94  2.38
C  -1.85  2.47  0.18
C  4.50  -1.62  -1.41
C  0.56  0.67  4.23
C  3.61  -2.61  -1.03
C  4.03  -0.37  -1.80
C  2.63  0.44  2.70
C  -0.36  0.43  -5.97
C  -0.12  -0.20  -3.27
C  -0.72  4.20  -1.04
C  0.51  2.16  3.87
C  2.67  -0.12  -1.81
C  -3.00  4.56  -0.30
C  -1.83  -2.81  1.99
C  1.97  0.11  4.05
C  -1.86  5.00  -0.95
C  0.62  -0.46  -5.55
C  -0.92  -3.09  -2.76
C  0.75  -0.77  -4.21
C  -1.52  -4.36  -2.79
C  -0.69  2.94  -0.46
C  -2.54  -4.75  0.75
C  -1.21  1.00  -5.05
C  2.25  -2.37  -1.03
C  -1.11  0.69  -3.70
C  -1.27  -2.25  0.87
C  -1.99  -4.20  -0.43
C  -2.99  3.29  0.26
C  -2.04  -4.90  -1.65
C  -3.21  1.06  1.23
C  -0.82  -2.39  -1.58
C  1.01  2.32  2.44
C  1.77  -1.13  -1.45
H  -3.02  -5.71  0.69
H  1.14  2.72  4.57
H  3.71  0.23  2.80
H  1.56  -3.14  -0.74
H  2.16  -1.35  1.83
H  1.28  -0.92  -6.27
H  2.61  0.49  4.85
H  1.69  4.22  1.90
H  1.93  -0.98  4.16
H  -2.87  -4.48  2.84
H  -1.34  0.24  3.60
H  1.52  -1.46  -3.90
H  0.29  0.57  5.29
H  3.06  2.51  3.11
H  -0.44  0.67  -7.02
H  -1.56  -4.90  -3.72
H  -4.57  -0.18  2.07
H  0.14  2.25  -0.61
H  2.60  -0.20  0.76
H  5.57  -1.82  -1.42
H  -0.33  -1.04  3.60
H  -1.86  5.97  -1.42
H  2.90  2.13  1.39
H  -3.02  -0.88  1.75
H  -2.51  -5.87  -1.67
H  0.13  4.55  -1.60
H  -0.52  -2.69  -3.68
H  -1.79  1.13  -2.99
H  0.36  3.67  0.97
H  -3.88  5.17  -0.24
H  0.16  4.23  2.56
H  -1.97  1.69  -5.38
H  -1.81  -2.33  2.96
H  3.98  -3.59  -0.76
H  2.29  0.83  -2.14
H  0.44  1.62  1.80
H  -0.52  2.52  3.96
H  4.72  0.39  -2.13

Results
Molar mass in Da: 786.84
HOMO energy (spin up / spin down) in eV: -11.86 / -12.52
Kohn-Sham gap (spin up / spin down) in hartree: 0.2573 / 0.2455
Charge: +2
2S+1: 3
<S²>: 2.008
Max |F| in hartree/bohr: 0.022
Energy above the lowest of the compared OMol25 structures with the same formula, charge and spin in kJ/mol: 0.00

***

Below is a molecular structure, C35H39ClCsGe2N7O4S2 at a distorted geometry, with properties calculated with the ωB97M-V functional and the def2-TZVPD basis.

Geometry (Å):
Cs  -1.79  -1.48  -1.29
Ge  0.33  1.69  2.48
Ge  0.82  -0.71  3.13
Cl  -3.48  0.77  -6.46
S  -5.03  -1.51  3.30
S  -3.60  -3.29  -3.53
O  -3.58  3.76  -2.88
O  -1.50  3.18  -1.68
O  -4.71  2.81  -4.60
O  -0.42  1.30  -1.09
N  0.99  -2.14  -2.01
N  -0.78  0.47  -3.84
N  -1.70  -5.08  -3.08
N  -3.75  -5.88  -2.75
N  -3.09  -1.36  1.29
N  -1.26  0.37  -5.10
N  -0.89  -4.06  -2.93
C  2.17  3.90  7.13
C  3.72  -2.77  -1.98
C  3.27  -1.46  -1.64
C  -1.59  1.94  1.92
C  2.66  -1.54  3.00
C  -3.70  2.87  -3.82
C  0.40  -4.34  -2.84
C  1.91  -1.24  -1.75
C  1.40  -3.39  -2.43
C  -1.09  2.00  -1.88
C  0.80  4.24  4.66
C  -0.59  -0.40  -6.07
C  1.19  5.33  5.44
C  -1.51  1.46  -3.20
C  0.79  -2.28  -6.59
C  3.47  -1.50  4.35
C  0.58  -0.45  -8.14
C  2.78  -3.72  -2.40
C  -0.47  -2.19  3.26
C  -0.29  0.20  -7.28
C  -2.55  2.68  2.86
C  0.99  2.95  5.18
C  -2.63  1.85  -4.01
C  1.60  2.86  1.39
C  1.16  -1.66  -7.78
C  0.91  4.07  0.74
C  1.70  2.81  6.36
C  -3.07  -4.83  -3.08
C  -0.42  -2.87  4.58
C  1.88  5.17  6.68
C  0.56  0.49  4.74
C  -3.92  -1.36  2.18
C  0.62  1.80  4.40
C  -0.09  -1.66  -5.74
C  -2.45  1.16  -5.21
H  3.39  -2.40  5.05
H  -1.99  3.30  3.58
H  1.71  4.70  0.28
H  0.91  0.07  -9.05
H  4.75  -2.98  -1.98
H  1.88  2.12  0.62
H  2.47  -2.56  2.68
H  -0.71  1.18  -7.54
H  -1.46  -1.86  2.88
H  -3.20  3.36  2.33
H  -0.12  -2.84  2.38
H  1.51  -0.26  -1.40
H  -3.16  1.87  3.38
H  1.96  1.81  6.71
H  -0.46  -3.94  4.49
H  0.93  6.34  5.08
H  0.32  4.40  3.68
H  3.99  -0.72  -1.35
H  0.41  -2.60  5.19
H  3.08  -4.71  -2.77
H  -1.66  2.30  0.83
H  4.52  -1.47  4.14
H  0.73  -5.41  -2.91
H  2.42  3.09  2.09
H  1.13  -3.30  -6.30
H  2.31  6.01  7.22
H  2.71  3.64  8.03
H  -1.36  -2.65  5.18
H  0.44  0.01  5.70
H  3.14  -0.92  2.20
H  -2.70  3.60  -2.34
H  0.20  3.66  0.01
H  1.90  -2.11  -8.46
H  -0.39  -2.16  -4.88
H  -4.74  -5.82  -2.67
H  -3.29  -6.73  -2.41
H  0.38  4.68  1.49
H  -1.96  0.87  1.87
H  3.20  -0.60  4.96

Results
Molar mass in Da: 999.45
HOMO energy in eV: -2.54
Kohn-Sham gap in hartree: 0.2278
Charge: -2
2S+1: 1
Max |F| in hartree/bohr: 0.126
Energy above the lowest of the compared OMol25 structures with the same formula, charge and spin in kJ/mol: 148.36